C30H29N3O3PdSTe as an isolated structure. Source: OMol25; level of theory: ωB97M-V/def2-TZVPD.

Geometry (Å):
Pd1 0.08 0.72 -0.68
O1 2.62 1.49 -2.92
C1 3.45 2.22 -2.06
C2 2.70 3.31 -1.31
C3 3.40 4.29 -0.60
C4 2.67 5.22 0.12
C5 1.29 5.14 0.11
C6 0.68 4.13 -0.63
N1 1.38 3.24 -1.33
H1 1.79 1.37 -2.41
H2 4.25 2.67 -2.65
H3 3.91 1.55 -1.32
H4 4.48 4.30 -0.61
H5 3.18 5.99 0.68
H6 0.68 5.83 0.68
H7 -0.40 4.00 -0.63
O2 -2.23 2.93 -2.42
S1 -2.73 1.99 -1.44
O3 -4.17 1.81 -1.39
N2 -2.06 2.40 -0.05
C7 -2.37 1.80 1.13
C8 -3.45 0.94 1.39
C9 -3.60 0.30 2.63
C10 -2.72 0.48 3.66
C11 -1.63 1.37 3.47
C12 -0.66 1.60 4.47
C13 0.36 2.47 4.24
C14 0.40 3.13 3.00
N3 -0.47 2.95 2.05
C15 -1.47 2.06 2.24
C16 -2.02 0.39 -1.84
C17 -2.70 -0.78 -1.47
C18 -2.17 -2.02 -1.81
C19 -0.96 -2.10 -2.50
C20 -0.30 -0.95 -2.88
C21 -0.81 0.32 -2.55
H8 -4.17 0.77 0.61
H9 -4.44 -0.38 2.75
H10 -2.82 -0.05 4.60
H11 -0.75 1.06 5.41
H12 1.14 2.64 4.98
H13 1.20 3.84 2.80
H14 -3.64 -0.71 -0.96
H15 -2.69 -2.92 -1.51
H16 -0.53 -3.07 -2.72
H17 0.64 -1.01 -3.43
H18 -0.44 1.22 -3.04
C22 -0.29 -6.42 -0.70
C23 0.26 -5.04 -0.43
C24 -0.36 -4.18 0.47
C25 0.13 -2.91 0.74
C26 -0.64 -2.02 1.68
C27 1.30 -2.46 0.11
Te1 2.08 -0.51 0.48
C28 1.93 -3.31 -0.82
C29 3.14 -2.87 -1.59
C30 1.40 -4.58 -1.07
H19 -1.28 -6.53 -0.27
H20 0.35 -7.20 -0.27
H21 -0.36 -6.61 -1.77
H22 -1.27 -4.50 0.97
H23 -1.47 -2.57 2.14
H24 -1.04 -1.16 1.13
H25 0.00 -1.61 2.46
H26 2.93 -1.95 -2.13
H27 3.45 -3.65 -2.30
H28 3.97 -2.65 -0.92
H29 1.90 -5.22 -1.79

Results
charge	-2
gap between HOMO and LUMO	4.9	eV
LUMO level	4.412	eV
multiplicity	1

=====

One molecule with the formula C4H9N at a distorted geometry. Source: OMol25; level of theory: ωB97M-V/def2-TZVPD.

Geometry (Å):
C1 -2.18 -0.33 0.08
C2 -1.14 0.21 -0.53
C3 -0.01 1.00 0.18
N1 1.30 0.58 -0.36
C4 1.58 -0.84 0.00
H1 -2.90 -0.80 -0.56
H2 -2.32 -0.40 1.15
H3 -0.96 0.13 -1.62
H4 -0.10 0.78 1.28
H5 -0.18 2.05 0.03
H6 2.07 1.14 0.05
H7 1.52 -0.96 1.13
H8 0.81 -1.53 -0.42
H9 2.49 -1.03 -0.42

Results
structure (SMILES)	C=CCNC
gap between HOMO and LUMO	10.2	eV
LUMO level	1.237	eV
multiplicity	1

=====

C5H8AlLiO4 as an isolated structure at a distorted geometry. Source: OMol25; level of theory: ωB97M-V/def2-TZVPD.

Geometry (Å):
O1 2.71 0.31 0.51
C1 2.33 -1.07 0.41
C2 1.25 -1.46 1.43
H1 1.96 -1.26 -0.62
H2 3.25 -1.69 0.49
H3 1.62 -2.20 2.15
H4 0.40 -1.95 0.95
O2 -0.55 0.45 -0.97
C3 -0.39 0.70 0.32
C4 -1.86 -0.11 -1.19
O3 0.53 1.42 0.71
O4 -1.43 0.38 1.05
C5 -2.37 -0.36 0.23
H5 -1.74 -1.03 -1.78
H6 -2.45 0.62 -1.75
H7 -2.31 -1.41 0.53
H8 -3.37 0.04 0.41
Al1 1.93 1.40 -0.45
Li1 1.68 0.50 2.06

Results
charge	+1
gap between HOMO and LUMO (alpha / beta)	8.3 / 4.6	eV
LUMO level (alpha / beta)	-3.436 / -6.055	eV
multiplicity	2

=====

A 21-piece molecular cluster, C50H142O34 overall at a distorted geometry. Source: OMol25; level of theory: ωB97M-V/def2-TZVPD.

Geometry (Å):
C1 11.93 5.57 9.39
C2 10.86 5.42 10.45
C3 11.42 5.24 11.88
O1 10.20 6.67 10.21
H1 12.60 6.40 9.61
H2 11.68 5.88 8.38
H3 12.67 4.77 9.28
H4 10.18 4.60 10.24
H5 12.09 4.38 11.78
H6 10.52 5.15 12.50
H7 12.12 5.95 12.32
H8 9.42 6.67 10.78
C4 25.27 0.72 14.80
C5 26.41 0.92 15.66
C6 26.59 2.38 16.19
O2 26.52 0.00 16.78
H9 25.55 1.18 13.85
H10 24.31 1.02 15.22
H11 25.16 -0.34 14.58
H12 27.23 0.68 14.99
H13 26.19 3.10 15.48
H14 27.64 2.58 16.42
H15 26.03 2.59 17.10
H16 25.66 0.14 17.19
C7 16.24 -2.28 10.01
C8 15.36 -1.53 10.96
C9 15.89 -0.10 11.08
O3 14.02 -1.45 10.55
H17 15.84 -3.26 9.75
H18 17.25 -2.36 10.40
H19 16.19 -1.87 9.01
H20 15.30 -2.03 11.93
H21 15.88 0.40 10.11
H22 16.96 -0.05 11.28
H23 15.29 0.43 11.83
H24 13.66 -0.66 10.96
C10 17.95 1.34 15.70
C11 17.74 2.55 14.70
C12 19.00 2.84 13.88
O4 16.58 2.48 13.91
H25 17.06 1.12 16.29
H26 18.92 1.35 16.21
H27 17.82 0.47 15.05
H28 17.52 3.53 15.13
H29 20.03 2.87 14.21
H30 18.95 3.78 13.33
H31 19.20 2.08 13.13
H32 15.81 2.72 14.42
C13 18.91 -3.96 15.72
C14 18.48 -3.46 17.17
C15 18.13 -1.97 17.05
O5 17.17 -4.09 17.50
H33 18.23 -4.75 15.40
H34 19.86 -4.49 15.75
H35 18.93 -3.13 15.01
H36 19.30 -3.60 17.88
H37 17.77 -1.66 18.03
H38 17.32 -1.65 16.40
H39 19.10 -1.48 17.04
H40 17.35 -5.03 17.62
C16 22.05 -1.85 15.79
C17 22.86 -3.07 16.06
C18 23.90 -3.43 14.99
O6 23.52 -2.92 17.30
H41 21.54 -1.35 16.61
H42 21.32 -2.11 15.02
H43 22.67 -1.00 15.50
H44 22.35 -4.01 16.27
H45 24.49 -4.32 15.23
H46 24.72 -2.71 15.07
H47 23.64 -3.42 13.93
H48 23.93 -3.76 17.51
C19 16.46 8.31 12.73
C20 15.66 7.69 11.56
C21 15.12 8.69 10.47
O7 16.56 6.94 10.80
H49 17.28 8.94 12.40
H50 17.03 7.63 13.37
H51 15.78 8.81 13.42
H52 14.94 6.96 11.91
H53 14.63 9.52 10.98
H54 14.59 8.34 9.57
H55 15.95 9.25 10.05
H56 17.34 7.47 10.66
C22 21.77 3.55 16.36
C23 23.15 3.94 16.08
C24 23.64 4.07 14.68
O8 23.25 5.24 16.69
H57 21.48 2.76 15.66
H58 21.06 4.37 16.25
H59 21.63 3.21 17.38
H60 23.81 3.24 16.59
H61 23.69 3.04 14.31
H62 24.67 4.40 14.65
H63 23.11 4.78 14.05
H64 24.18 5.46 16.81
C25 22.13 7.74 13.99
C26 21.04 8.26 15.03
O9 21.70 8.44 16.25
O10 23.05 8.79 13.75
H65 21.71 7.43 13.03
H66 22.61 6.80 14.26
H67 20.21 7.55 15.06
H68 20.63 9.23 14.79
H69 21.78 7.55 16.61
H70 23.09 9.25 14.59
C27 20.24 0.34 10.83
C28 19.48 -0.25 9.60
O11 18.78 0.71 8.89
O12 21.18 1.31 10.49
H71 20.78 -0.45 11.36
H72 19.44 0.51 11.55
H73 18.85 -1.09 9.90
H74 20.20 -0.83 9.01
H75 18.04 1.00 9.43
H76 20.73 1.85 9.83
C29 24.10 -1.12 11.61
C30 24.18 0.40 11.18
O13 25.48 0.78 11.34
O14 25.04 -1.97 10.90
H77 23.07 -1.42 11.44
H78 24.19 -1.19 12.70
H79 23.54 1.08 11.75
H80 23.89 0.41 10.12
H81 26.04 0.00 11.23
H82 25.11 -1.70 9.98
C31 19.33 2.13 20.01
C32 20.79 1.73 19.89
O15 21.43 1.22 21.05
O16 18.78 2.54 18.84
H83 18.97 2.82 20.78
H84 18.86 1.15 20.17
H85 21.27 2.67 19.63
H86 20.97 1.02 19.08
H87 21.05 0.39 21.34
H88 18.96 3.48 18.87
C33 13.27 3.25 15.88
C34 12.14 2.88 14.92
O17 11.76 1.44 14.94
O18 14.58 2.71 15.63
H89 12.76 3.09 16.83
H90 13.35 4.32 15.67
H91 12.42 3.17 13.90
H92 11.26 3.48 15.12
H93 11.24 1.24 14.16
H94 15.03 2.52 16.45
C35 16.82 6.70 17.59
C36 15.58 6.14 18.21
O19 14.48 7.01 18.01
O20 17.41 7.52 18.62
H95 16.53 7.33 16.75
H96 17.47 5.93 17.18
H97 15.57 5.82 19.25
H98 15.35 5.24 17.63
H99 14.15 7.25 18.88
H100 17.04 8.40 18.52
C37 15.42 3.64 10.47
C38 16.93 3.65 10.97
O21 17.36 2.35 11.35
O22 14.95 4.73 9.74
H101 14.72 3.45 11.27
H102 15.44 2.88 9.69
H103 17.16 4.43 11.69
H104 17.55 3.85 10.10
H105 17.10 2.27 12.27
H106 15.13 5.50 10.28
C39 25.16 4.66 10.95
C40 23.86 5.21 10.22
O23 23.15 4.27 9.43
O24 24.98 3.59 11.89
H107 25.74 5.43 11.45
H108 25.84 4.50 10.11
H109 24.04 6.06 9.55
H110 23.24 5.68 10.99
H111 22.63 3.85 10.11
H112 25.15 2.73 11.51
C41 21.11 9.31 10.26
C42 20.19 8.32 10.88
O25 19.03 7.91 10.16
O26 20.67 10.68 10.22
H113 21.20 8.95 9.23
H114 22.07 9.18 10.76
H115 19.91 8.73 11.85
H116 20.74 7.40 11.07
H117 19.30 7.25 9.52
H118 20.84 11.08 9.37
C43 21.60 5.81 19.56
C44 20.18 5.59 20.20
O27 19.44 5.16 19.15
O28 21.72 6.64 18.42
H119 22.09 4.88 19.29
H120 22.22 6.20 20.36
H121 19.71 6.55 20.40
H122 20.12 4.97 21.10
H123 19.22 5.98 18.71
H124 22.34 6.08 17.95
C45 15.31 -2.58 20.30
C46 15.19 -2.40 21.79
O29 14.21 -3.06 22.44
O30 15.56 -3.96 19.97
H125 16.12 -1.91 20.00
H126 14.46 -2.23 19.72
H127 15.00 -1.34 21.99
H128 16.13 -2.67 22.27
H129 13.71 -3.38 21.68
H130 16.19 -3.96 19.24
C47 12.70 -1.82 16.30
C48 14.04 -2.49 16.72
O31 13.82 -3.83 17.18
O32 12.48 -0.54 16.83
H131 11.99 -2.59 16.64
H132 12.57 -1.81 15.22
H133 14.45 -1.92 17.55
H134 14.75 -2.61 15.90
H135 13.49 -4.27 16.39
H136 11.99 -0.03 16.18
C49 15.27 1.15 18.75
C50 13.85 1.20 19.30
O33 13.86 1.57 20.66
O34 15.91 2.40 18.38
H137 15.28 0.58 17.83
H138 15.89 0.48 19.35
H139 13.42 0.20 19.40
H140 13.11 1.72 18.70
H141 13.76 2.53 20.60
H142 16.84 2.34 18.60

Results
gap between HOMO and LUMO	9.5	eV
LUMO level	0.062	eV
multiplicity	1

=====

HNO5S2 as an isolated structure at a distorted geometry. Source: OMol25; level of theory: ωB97M-V/def2-TZVPD.

Geometry (Å):
N1 -0.53 -1.27 -0.72
O1 0.26 -0.80 0.36
O2 0.65 0.77 -1.66
O3 1.76 -1.61 -1.47
O4 -0.44 -0.86 -3.17
O5 3.33 -1.70 0.27
S1 2.43 -0.79 -0.39
S2 0.09 -0.55 -1.92
H1 0.41 -1.67 0.87

Results
gap between HOMO and LUMO (alpha / beta)	8.6 / 8.6	eV
LUMO level (alpha / beta)	-1.824 / -1.824	eV
multiplicity	1

=====

One molecule with the formula C4H8N4 at a distorted geometry. Source: OMol25; level of theory: ωB97M-V/def2-TZVPD.

Geometry (Å):
N1 2.43 0.03 -0.25
N2 1.41 0.97 0.10
C1 0.24 0.57 -0.20
C2 -1.03 1.34 0.14
C3 -2.07 0.30 -0.03
C4 -1.53 -0.87 -0.41
N3 -0.03 -0.77 -0.55
N4 0.34 -1.49 0.63
H1 3.40 0.52 -0.40
H2 2.30 -0.48 -1.16
H3 -1.31 2.43 -0.33
H4 -0.57 1.68 1.10
H5 -3.16 0.36 0.05
H6 -1.86 -1.89 -0.95
H7 1.36 -1.62 0.74
H8 0.06 -1.07 1.51

Results
structure (SMILES)	N/N=C1/CC=CN1N
gap between HOMO and LUMO	9.5	eV
LUMO level	1.101	eV
multiplicity	1